Below is a 7-piece molecular cluster, C24H62INO19S6 overall, with properties calculated with ωB97M-V/def2-TZVPD.

```
113
Properties=species:S:1:pos:R:3:forces:R:3:lowdin_charge:R:1
C -7.189404 -4.240409 -5.447972 -0.040 0.033 -0.068 -0.120
O -6.849887 -2.876306 -5.323805 0.042 -0.024 -0.007 -0.187
C -5.528345 -2.649703 -4.875347 0.006 -0.058 0.081 -0.216
C -5.276345 -3.043423 -3.414220 -0.105 0.055 0.049 -0.212
N -5.244329 -1.869644 -2.552716 0.101 0.094 -0.019 -0.072
C -5.132021 -2.150718 -1.122029 -0.027 -0.075 -0.012 -0.241
C -4.022580 -1.357911 -0.441194 -0.011 0.002 0.076 -0.315
C -2.645146 -1.769629 -0.933103 -0.078 -0.191 0.077 -0.666
I -1.126473 -0.442810 -0.257303 0.144 0.149 -0.007 0.889
H -6.342173 -4.839462 -5.803058 0.008 0.047 -0.018 0.089
H -7.544903 -4.666835 -4.504014 0.043 0.011 0.009 0.079
H -7.993196 -4.307486 -6.181603 0.007 -0.011 0.065 0.087
H -5.370719 -1.575417 -4.979903 0.044 -0.022 -0.031 0.121
H -4.820857 -3.166828 -5.538082 -0.064 -0.028 0.018 0.116
H -4.358199 -3.649190 -3.337500 0.010 0.033 0.013 0.116
H -6.095909 -3.677697 -3.068637 0.011 -0.029 -0.064 0.111
H -4.486920 -1.261375 -2.841844 -0.068 -0.011 -0.015 0.096
H -6.079351 -1.914231 -0.629156 0.001 -0.051 0.020 0.114
H -4.951138 -3.221899 -0.955333 0.027 0.001 -0.031 0.111
H -4.186365 -0.287233 -0.592274 0.000 -0.017 -0.090 0.098
H -4.071409 -1.541244 0.633180 -0.015 0.104 0.006 0.080
H -2.559260 -1.806764 -2.016488 0.025 0.072 0.007 0.032
H -2.368716 -2.740357 -0.529576 -0.009 -0.046 -0.045 0.039
O 0.646021 2.565588 0.238841 -0.057 -0.076 0.077 -0.334
S -0.205648 3.626934 -0.216710 -0.005 0.059 0.065 0.536
O -0.238192 3.914977 -1.618544 -0.011 -0.035 -0.077 -0.274
O 0.127075 4.935769 0.602176 0.021 0.020 -0.068 -0.260
C 1.519257 5.380680 0.608040 0.106 -0.001 0.042 -0.232
C 1.859758 6.192552 -0.619026 -0.067 0.008 -0.009 -0.076
C -1.840296 3.389826 0.378816 -0.026 0.032 -0.008 -0.134
H 2.163019 4.507596 0.706076 -0.012 -0.003 -0.019 0.097
H 1.589524 5.974488 1.516553 -0.025 -0.001 0.001 0.121
H 1.850898 5.575261 -1.513953 -0.002 -0.014 0.003 0.063
H 2.862029 6.605113 -0.498550 0.006 -0.003 0.003 0.085
H 1.152696 7.013178 -0.743965 0.021 0.013 0.006 0.083
H -1.798317 3.201026 1.447809 -0.002 -0.004 0.000 0.079
H -2.239010 2.524616 -0.146606 0.017 -0.003 0.002 0.024
H -2.416782 4.282813 0.152123 -0.008 -0.006 0.000 0.077
O 3.661573 3.534640 -1.137352 -0.004 0.050 0.025 -0.274
S 4.105982 2.184925 -1.337295 0.014 -0.048 -0.043 0.582
O 5.188870 1.698592 -0.536200 0.050 -0.041 0.071 -0.276
O 4.484083 2.012119 -2.879651 -0.013 0.000 -0.009 -0.281
C 5.370394 3.008733 -3.450304 0.025 0.054 -0.036 -0.247
C 6.820530 2.751221 -3.104159 -0.009 -0.033 0.021 -0.069
C 2.770582 1.059848 -1.283533 0.002 -0.084 -0.005 -0.134
H 5.039003 3.994330 -3.122284 -0.005 -0.005 0.012 0.113
H 5.198567 2.927815 -4.522577 -0.002 -0.025 0.005 0.119
H 7.006469 2.892074 -2.041082 -0.007 0.000 0.000 0.073
H 7.450537 3.442394 -3.665914 0.002 0.002 -0.003 0.081
H 7.099783 1.730970 -3.368027 0.008 0.009 -0.016 0.083
H 1.980141 1.413970 -1.938281 -0.027 0.012 0.039 0.067
H 2.419901 1.042674 -0.255166 0.009 0.042 -0.002 0.065
H 3.127090 0.083707 -1.598068 0.010 0.013 -0.028 0.067
O -3.566863 -2.652165 2.762198 0.042 0.034 -0.080 -0.288
S -4.260188 -3.737978 3.391984 -0.006 -0.016 0.038 0.553
O -5.676200 -3.637431 3.565098 -0.042 -0.026 0.000 -0.272
O -3.559730 -4.064423 4.769320 -0.037 0.002 0.000 -0.263
C -3.254430 -2.942498 5.651373 0.089 0.104 0.051 -0.230
C -4.470853 -2.454507 6.399324 -0.047 -0.068 -0.009 -0.073
C -3.882928 -5.247495 2.573391 0.016 -0.008 -0.016 -0.118
H -2.797953 -2.154401 5.052992 -0.012 -0.012 -0.022 0.114
H -2.499741 -3.347134 6.321776 -0.025 -0.041 -0.001 0.122
H -5.190602 -1.990605 5.727516 0.009 0.007 0.000 0.071
H -4.167812 -1.705734 7.130586 -0.005 0.007 -0.015 0.073
H -4.958821 -3.281106 6.916254 0.017 0.004 0.016 0.087
H -2.804230 -5.334610 2.479693 -0.001 -0.006 -0.002 0.076
H -4.355174 -5.193574 1.594645 -0.004 0.000 0.002 0.071
H -4.299747 -6.067769 3.151342 -0.002 -0.002 -0.003 0.076
O 10.635699 -2.090306 -0.154909 0.016 -0.037 -0.027 -0.280
S 10.247687 -0.791212 0.308147 -0.005 -0.012 -0.013 0.556
O 10.249443 -0.531639 1.714174 -0.004 0.026 0.045 -0.274
O 8.839382 -0.421791 -0.313032 0.016 0.026 0.014 -0.266
C 7.775930 -1.401625 -0.183537 -0.258 -0.170 -0.002 -0.242
C 7.119926 -1.366403 1.178047 0.089 0.112 0.078 -0.067
C 11.188750 0.447371 -0.510542 0.011 0.011 -0.017 -0.124
H 8.177380 -2.388694 -0.414339 0.076 0.035 -0.022 0.111
H 7.065660 -1.126626 -0.960426 0.055 0.085 -0.017 0.118
H 7.797199 -1.707865 1.959592 0.010 -0.008 -0.020 0.074
H 6.243410 -2.015284 1.169007 -0.007 -0.002 -0.018 0.082
H 6.800639 -0.352186 1.416563 -0.047 -0.012 -0.025 0.083
H 11.147769 0.267725 -1.580904 0.004 0.006 -0.001 0.073
H 12.207349 0.353240 -0.140752 -0.002 -0.001 0.002 0.076
H 10.777173 1.419451 -0.252976 0.004 0.001 0.002 0.075
O -6.228872 1.372034 8.815987 -0.017 0.000 0.048 -0.275
S -6.019438 1.580241 7.414751 0.000 -0.001 -0.005 0.560
O -5.058770 0.765476 6.735619 0.043 0.004 -0.038 -0.280
O -5.699354 3.112046 7.163793 0.022 -0.012 -0.019 -0.265
C -4.700484 3.731513 8.020176 0.021 0.061 0.075 -0.242
C -3.291127 3.394044 7.590270 -0.019 -0.020 -0.034 -0.070
C -7.546971 1.513098 6.550894 -0.027 0.000 0.003 -0.118
H -4.899077 3.432516 9.049204 -0.009 -0.016 -0.007 0.112
H -4.905821 4.795215 7.924030 -0.005 -0.007 -0.031 0.122
H -3.067887 2.339949 7.745180 -0.007 -0.001 0.005 0.073
H -2.588837 3.988607 8.175776 0.005 -0.002 0.003 0.082
H -3.147599 3.624225 6.534866 0.010 0.016 0.008 0.085
H -8.258320 2.167120 7.046765 -0.005 -0.003 -0.006 0.076
H -7.877155 0.477351 6.593545 0.002 0.000 -0.002 0.079
H -7.375722 1.815302 5.521378 -0.001 -0.005 -0.002 0.077
O 2.123909 -0.854043 -3.643446 0.007 -0.123 0.034 -0.287
S 1.955829 -0.501269 -5.022657 0.000 0.083 0.019 0.563
O 0.862395 -1.067942 -5.749046 -0.024 -0.007 -0.041 -0.270
O 3.315620 -0.780306 -5.789874 -0.018 -0.008 -0.022 -0.262
C 3.956330 -2.064360 -5.560845 0.073 -0.044 0.045 -0.243
C 3.307269 -3.176731 -6.352404 -0.024 0.031 -0.018 -0.070
C 1.940379 1.246586 -5.185289 -0.014 0.021 0.003 -0.105
H 3.948352 -2.264655 -4.489409 -0.015 0.011 0.001 0.111
H 4.984909 -1.896802 -5.872564 -0.013 0.017 -0.025 0.122
H 2.299076 -3.383135 -5.997396 0.001 0.005 0.007 0.075
H 3.906018 -4.082626 -6.249813 -0.002 -0.006 0.002 0.082
H 3.252275 -2.912691 -7.408184 0.015 -0.012 -0.001 0.085
H 2.795961 1.647334 -4.647393 -0.002 0.004 0.002 0.051
H 1.009747 1.588173 -4.734844 -0.003 0.000 -0.005 0.085
H 1.967345 1.499150 -6.241882 -0.004 0.005 0.002 0.079
```
Forces are in eV/Å.

Kohn-Sham gap, Eh: 0.3340
Total charge: 0
LUMO, Eh: 0.014
Structure (SMILES): CCOS(C)(=O)=O.CCOS(C)(=O)=O.CCOS(C)(=O)=O.CCOS(C)(=O)=O.CCOS(C)(=O)=O.CCOS(C)(=O)=O.COCCNCCCI
HOMO level, eV: -8.71
E, Eh: -5122.68699

Below is a 4-piece molecular cluster, C4H14NO6 overall in a non-equilibrium geometry, with properties calculated with ωB97M-V/def2-TZVPD.

```
25
Properties=species:S:1:pos:R:3:forces:R:3:lowdin_charge:R:1
O -1.552462 1.835307 2.444423 1.913 -1.629 -1.505 0.043
C -1.292606 1.255572 1.377840 -4.527 2.761 2.042 -0.472
O -2.372583 1.182895 0.518836 -0.119 -0.966 -1.502 0.034
C -0.119078 0.711858 0.698457 1.948 -0.145 1.557 -0.291
C 0.302348 1.750241 -0.405745 -2.758 -0.595 0.467 -0.130
C 1.110598 1.154588 -1.489030 2.040 1.062 -0.961 -0.244
O 2.456866 1.691838 -1.559024 1.010 1.590 1.813 -0.133
N 0.955663 0.578158 1.816823 -0.310 -1.218 -1.868 0.049
H -3.274910 1.412180 0.815786 1.258 0.161 0.732 0.121
H -0.373612 -0.367299 0.337181 0.328 1.284 -0.206 0.112
H -0.699450 2.033511 -0.904009 1.598 0.250 1.083 0.141
H 0.852637 2.586849 0.053727 -0.607 0.075 -0.057 0.122
H 0.741888 1.501192 -2.472759 -0.304 -1.297 0.373 0.125
H 1.330672 0.132759 -1.273842 -0.905 -1.142 -0.735 0.117
H 2.658039 2.194473 -0.712641 -0.384 -1.012 -1.605 0.088
H 0.902264 -0.454637 2.061519 0.439 1.625 -0.406 0.085
H -0.998906 -2.090482 -1.205887 -1.166 0.486 0.208 -0.068
H -2.131173 -1.850952 -2.507266 -3.150 1.631 -0.496 -0.080
O -1.361097 -2.177422 -2.177243 3.751 -2.087 -0.419 -0.146
H 0.516738 -3.133406 0.122270 0.479 0.426 1.719 0.002
H -1.250878 -2.055256 0.723585 -1.179 -0.387 0.711 -0.015
O -0.558071 -2.010731 0.093962 0.444 0.724 -0.678 -0.325
H 1.844174 0.700363 1.293567 -0.522 -0.467 0.694 0.058
H 1.052308 -3.168499 1.597417 -1.234 1.141 2.832 -0.065
O 1.260632 -3.413100 0.752055 1.957 -2.270 -3.792 -0.129
```
Forces are in eV/Å.

Kohn-Sham gap, Eh: 0.3036
Relative energy (zero: lowest compared OMol25 entry of this formula, charge and spin), kcal per mole: 99.9
Total charge: -1
LUMO, Eh: 0.116
HOMO level, eV: -5.11
E, Eh: -666.98351

Below is C2H2FO2Pb as an isolated structure in a non-equilibrium geometry, with properties calculated with ωB97M-V/def2-TZVPD.

```
8
Properties=species:S:1:pos:R:3:forces:R:3:lowdin_charge:R:1
H 0.616971 -0.442966 -1.413133 0.786 -2.999 1.349 0.134
O 0.507519 -1.173028 0.748965 0.577 -0.461 -0.610 -0.424
C 0.085829 -0.682528 -0.352569 -0.313 2.693 -3.179 -0.635
C -0.118569 0.833223 -0.371228 0.131 1.058 3.091 -0.255
O -0.283991 1.425684 0.701790 -0.309 0.203 -0.669 -0.257
F -1.151783 -1.247634 -0.822332 -0.312 -0.477 -0.025 -0.094
H 0.293086 1.412909 -1.223413 -0.547 -0.150 -0.196 0.102
Pb 0.050938 -0.125660 2.731921 -0.012 0.132 0.239 0.431
```
Forces are in eV/Å.

Kohn-Sham gap (alpha / beta), Eh: 0.1685 / 0.1789
Relative energy (zero: lowest compared OMol25 entry of this formula, charge and spin), kcal per mole: 0.0
Total charge: -1
LUMO (alpha / beta), Eh: 0.137 / 0.137
HOMO level (alpha / beta), eV: -0.86 / -1.13
E, Eh: -520.53739

Below is a single C21H24N2O4S molecule in a non-equilibrium geometry, with properties calculated with ωB97M-V/def2-TZVPD.

```
52
Properties=species:S:1:pos:R:3:forces:R:3:lowdin_charge:R:1
C 1.922143 2.377518 0.752639 -0.197 0.245 0.143 -0.073
H 2.194039 3.397215 0.460975 0.030 -0.039 0.037 0.100
O 2.478447 1.426613 -0.124451 0.251 -0.145 -0.269 -0.103
C 3.829702 1.237977 -0.131644 0.241 -0.090 -0.013 -0.217
C 4.720237 1.991131 0.625462 -0.342 0.124 0.070 -0.023
C 6.080056 1.736863 0.570588 0.104 -0.087 -0.059 -0.089
C 6.567740 0.726817 -0.234749 0.147 0.064 0.043 -0.095
C 5.683499 -0.025190 -0.990152 -0.135 0.096 0.044 -0.037
C 4.320506 0.214954 -0.959525 -0.166 -0.019 0.023 -0.126
C 3.396119 -0.608416 -1.828816 0.101 -0.003 0.044 -0.103
N 2.179824 -1.020144 -1.167853 -0.028 0.206 -0.372 0.087
C 2.105394 -2.122417 -0.397770 -0.639 0.023 -0.183 -0.467
O 2.967244 -2.970885 -0.301721 0.316 -0.208 0.142 0.080
C 0.785225 -2.131811 0.328850 0.173 -0.347 0.124 -0.164
C -0.326493 -2.582236 -0.232131 0.179 -0.218 0.171 -0.019
C -1.671136 -2.322739 0.381337 -0.048 -0.265 -0.318 -0.180
N -1.612010 -1.209020 1.309812 -0.233 0.935 -0.351 -0.227
S -1.509894 0.268848 0.504215 -0.658 0.012 0.055 0.700
O -1.212878 1.270275 1.489283 -0.129 -0.121 0.326 -0.280
O -0.660702 0.231850 -0.659218 -0.297 -0.011 -0.143 -0.272
C -3.204864 0.444042 -0.029702 0.549 -0.148 0.000 -0.284
C -4.190833 0.548089 0.933544 -0.112 0.052 0.128 -0.046
C -5.510272 0.666624 0.539717 0.170 0.001 -0.006 -0.026
C -5.851143 0.680791 -0.811439 0.098 -0.033 -0.063 -0.267
C -4.841824 0.576427 -1.761711 -0.044 0.026 0.116 -0.027
C -3.517508 0.458005 -1.374315 0.221 0.006 -0.056 -0.050
H -2.718710 0.379342 -2.095233 0.047 -0.021 -0.138 0.114
H -5.093015 0.588196 -2.812064 -0.024 -0.006 -0.097 0.114
C -7.283387 0.825035 -1.222144 -0.007 0.039 0.014 -0.046
H -7.616138 1.848940 -1.053357 -0.081 0.049 -0.020 0.088
H -7.414077 0.592380 -2.275409 -0.062 -0.012 -0.060 0.076
H -7.919917 0.168513 -0.632712 -0.087 -0.034 0.000 0.082
H -6.289079 0.749710 1.283411 -0.066 0.003 0.096 0.117
H -3.905659 0.538949 1.973007 -0.071 -0.014 0.182 0.118
C -0.566742 -1.387955 2.302304 0.528 0.255 0.402 -0.178
C 0.817179 -1.421810 1.652789 -0.191 -0.070 0.068 -0.098
H 1.539506 -1.913374 2.309268 0.026 0.067 -0.006 0.136
H 1.164152 -0.398833 1.480008 0.128 0.026 0.074 0.110
H -0.645082 -0.552790 2.999359 0.093 -0.202 0.119 0.117
H -0.776878 -2.321419 2.830845 -0.069 0.082 -0.056 0.134
H -2.391360 -2.060429 -0.398295 -0.031 -0.208 -0.008 0.117
H -2.054852 -3.197688 0.919687 -0.076 0.130 -0.075 0.132
H -0.309244 -3.081408 -1.188427 0.096 -0.051 -0.183 0.124
H 1.426722 -0.346404 -1.107660 0.085 -0.177 0.059 0.108
H 3.119445 -0.029973 -2.716314 0.012 -0.121 0.033 0.135
H 3.921824 -1.515292 -2.140037 -0.046 0.174 -0.063 0.124
H 6.057806 -0.819787 -1.618444 0.010 -0.122 -0.067 0.114
H 7.626406 0.521718 -0.275130 0.096 -0.021 0.002 0.099
H 6.754321 2.335062 1.165519 0.048 0.044 0.049 0.102
H 4.361280 2.786629 1.259181 -0.067 0.058 0.047 0.101
H 0.841973 2.250863 0.681222 0.148 0.078 0.032 0.066
H 2.232914 2.200646 1.787409 0.008 -0.005 -0.040 0.101
```
Forces are in eV/Å.

Kohn-Sham gap, Eh: 0.3252
Relative energy (zero: lowest compared OMol25 entry of this formula, charge and spin), kcal per mole: 43.7
Total charge: 0
LUMO, Eh: 0.019
Structure (SMILES): COc1ccccc1CNC(=O)C1=CCN(S(=O)(=O)c2ccc(C)cc2)CC1
HOMO level, eV: -8.34
E, Eh: -1623.27306

Below is C2H7N6O2 as an isolated structure in a non-equilibrium geometry, with properties calculated with ωB97M-V/def2-TZVPD.

```
17
Properties=species:S:1:pos:R:3:forces:R:3:lowdin_charge:R:1
C 0.017759 -1.322466 -1.351778 -1.375 0.992 0.790 0.098
C 0.894429 -0.391908 -0.849831 -0.417 0.171 1.368 -0.317
N -0.984033 -0.120275 0.310776 -1.004 -1.079 -0.903 0.092
N -1.189688 -1.042801 -0.599380 2.647 -0.021 -0.793 -0.010
N 0.230601 0.276667 0.166501 -0.588 0.437 0.203 0.022
N 2.216359 -0.083736 -1.009109 -2.004 0.748 -0.014 0.157
N -2.439145 -1.872305 -0.592510 1.299 -0.058 0.049 -0.336
N 0.327666 2.345043 1.850509 -2.166 -2.248 -0.207 0.113
O -2.344885 -2.778224 -1.356385 -0.550 0.057 -0.022 0.169
O -3.231344 -1.523464 0.201268 -0.650 -0.003 0.027 0.189
H 0.119971 -2.010825 -2.179576 -0.382 0.004 0.334 0.133
H 1.269263 2.738338 1.871580 -0.407 -0.226 0.515 0.101
H 2.708477 -0.803823 -1.443616 1.606 -0.781 -0.452 0.094
H 2.569668 0.470848 -0.246214 0.640 -0.387 -0.291 0.111
H -0.015803 1.743629 2.686456 1.098 2.132 -1.291 0.155
H 0.234251 1.331745 0.996956 1.448 0.885 -0.051 0.107
H -0.383548 3.043557 1.544351 0.805 -0.622 0.738 0.120
```
Forces are in eV/Å.

Kohn-Sham gap, Eh: 0.3290
Relative energy (zero: lowest compared OMol25 entry of this formula, charge and spin), kcal per mole: 11.7
Total charge: +1
LUMO, Eh: -0.158
HOMO level, eV: -13.25
E, Eh: -559.00879

Copy entry 3 word for word.
Below is C2H2FO2Pb as an isolated structure in a non-equilibrium geometry, with properties calculated with ωB97M-V/def2-TZVPD.

```
8
Properties=species:S:1:pos:R:3:forces:R:3:lowdin_charge:R:1
H 0.616971 -0.442966 -1.413133 0.786 -2.999 1.349 0.134
O 0.507519 -1.173028 0.748965 0.577 -0.461 -0.610 -0.424
C 0.085829 -0.682528 -0.352569 -0.313 2.693 -3.179 -0.635
C -0.118569 0.833223 -0.371228 0.131 1.058 3.091 -0.255
O -0.283991 1.425684 0.701790 -0.309 0.203 -0.669 -0.257
F -1.151783 -1.247634 -0.822332 -0.312 -0.477 -0.025 -0.094
H 0.293086 1.412909 -1.223413 -0.547 -0.150 -0.196 0.102
Pb 0.050938 -0.125660 2.731921 -0.012 0.132 0.239 0.431
```
Forces are in eV/Å.

Kohn-Sham gap (alpha / beta), Eh: 0.1685 / 0.1789
Relative energy (zero: lowest compared OMol25 entry of this formula, charge and spin), kcal per mole: 0.0
Total charge: -1
LUMO (alpha / beta), Eh: 0.137 / 0.137
HOMO level (alpha / beta), eV: -0.86 / -1.13
E, Eh: -520.53739